C3H8NOP | wB97M-V/def2-TZVPD

Last column: natural (NBO) charge in e.
Geometry (Å):
H -0.6123 -0.9535 1.1656  0.204
O 1.3834 -0.1560 -0.5723  -0.806
H 0.1045 1.2734 0.1869  0.175
C -2.2833 0.2442 0.2342  -0.625
H 4.7571 -0.4523 0.3357  0.394
H -1.0992 -1.3493 -0.4619  0.197
H -2.2751 0.9685 -0.5690  0.203
H -2.2441 0.6687 1.2357  0.219
C 0.0903 0.4499 -0.4570  -0.068
C -0.9416 -0.4960 0.2000  -0.410
N 3.8355 -0.5116 -0.1665  -1.182
H -3.0372 -0.5085 -0.0647  0.223
P 2.6067 0.2512 0.4132  1.281
H -0.2848 0.5713 -1.4801  0.196

Forces on the atoms, in the same order (eV/Å):
-0.225 0.783 -0.555
0.464 0.050 0.029
0.281 1.972 0.361
1.002 -1.231 0.062
-1.496 0.147 -0.553
0.457 -0.160 -0.071
-0.156 0.577 0.111
-1.387 0.368 -0.188
-0.594 -2.918 0.022
0.540 -0.955 -0.979
0.355 0.276 0.775
-0.189 0.753 1.053
0.590 -0.413 -0.397
0.360 0.751 0.329

As for the total charge: 0. As for the SMILES: [H]/N=P/OCCC. Its HOMO energy is -9.46 eV. The value obtained for the energy relative to the best compared isomer or geometry (same formula, charge and spin) is 56.37 kJ/mol.

=====

C3H8NOP | wB97M-V/def2-TZVPD

Last column: natural (NBO) charge in e.
Geometry (Å):
H -0.7580 1.9725 -0.2957  0.396
H -1.1919 -0.5837 2.1060  0.224
H -0.0125 -0.7642 -0.7063  0.213
C -0.9203 -0.2424 1.0810  -0.434
N 0.1844 1.4018 -0.1966  -0.837
C 0.1235 0.7447 1.0276  0.248
H 1.2908 3.1848 -1.0454  -0.068
P 1.6982 2.2225 -0.2314  0.625
C -0.2695 -1.2454 0.1923  -0.595
H -0.8641 -2.1079 0.0170  0.198
H 1.6716 3.2888 0.7368  -0.065
O 1.1720 0.7772 1.6675  -0.314
H -1.7731 -0.0134 0.4442  0.210
H 0.6185 -1.4576 0.6136  0.197

Forces on the atoms, in the same order (eV/Å):
2.550 -1.053 -0.233
0.137 0.176 -0.858
-0.091 0.374 -1.458
-0.884 -1.668 0.276
-1.763 2.826 -1.159
-5.369 2.192 -0.473
-0.391 1.332 -2.243
0.529 -0.171 1.122
-1.844 -1.220 -0.248
-0.418 -1.028 -0.315
-0.076 -0.599 0.333
5.058 -0.608 2.967
-0.601 1.066 0.853
3.162 -1.618 1.436

As for the total charge: 0. The spin multiplicity is 3. Its HOMO energy (spin up / spin down) is -5.07 / -9.92 eV. The value obtained for the energy relative to the best compared isomer or geometry (same formula, charge and spin) is 288.60 kJ/mol.

=====

C3H8NOPS2 | wB97M-V/def2-TZVPD

Last column: natural (NBO) charge in e.
Geometry (Å):
H 1.4349 2.5329 -0.5117  0.197
H 1.3775 -1.3335 -1.7011  0.330
P -0.9360 0.0099 0.0508  1.017
H 2.1566 1.3076 0.5358  0.196
H 1.0599 0.7605 -2.4210  0.199
S -2.6070 0.5101 -0.8838  -0.465
N 2.0415 -0.7202 -1.2887  -0.527
H 2.7453 1.1377 -1.7820  0.215
H -1.8240 -2.3052 1.3303  0.209
S -1.0048 -0.2987 2.1517  -0.004
C -2.2090 -1.6329 1.9565  -0.725
H -2.2314 -2.1236 2.8306  0.225
C 1.7520 0.6163 -1.5789  -0.294
O 0.0538 1.2777 0.0999  -0.796
C 1.3760 1.5279 -0.2692  -0.019
H -3.1852 -1.2663 1.4807  0.243

Forces on the atoms, in the same order (eV/Å):
0.056 1.905 -0.792
-0.832 -0.616 -0.776
0.393 1.224 -0.321
-1.291 -0.069 -0.905
-0.126 0.362 0.462
1.123 -0.846 0.677
-0.632 1.394 1.545
-0.875 -0.493 -0.065
1.621 -2.675 -2.817
-0.236 -0.052 -1.031
-2.161 4.021 -1.453
-0.904 -1.414 3.443
1.825 0.414 -0.065
0.358 0.375 0.251
0.430 -3.053 0.569
1.250 -0.478 1.279

As for the total charge: 0. Its HOMO energy (spin up / spin down) is -7.82 / -7.82 eV. The value obtained for the energy relative to the best compared isomer or geometry (same formula, charge and spin) is 518.32 kJ/mol.

=====

C3H8NOS | wB97M-V/def2-TZVPD

Last column: natural (NBO) charge in e.
Geometry (Å):
H 1.4207 0.6110 0.1202  0.238
S -1.3265 1.6547 -0.0118  0.321
H 1.2064 -0.8976 -0.9384  0.258
H 0.4523 0.1001 2.0299  0.236
H 0.0416 -1.5591 1.6280  0.266
C 0.8283 0.1348 -0.6659  -0.452
H 0.9167 0.7705 -1.5232  0.254
C -1.4860 -0.8119 -0.6918  0.523
N -0.4370 0.0670 0.0332  -0.399
H -1.2265 -0.3884 2.1018  0.267
H -1.6426 -0.6522 -1.7988  0.217
O -2.1462 -1.5224 0.0058  -0.415
C -0.2728 -0.4862 1.5069  -0.431
H -0.2895 2.3030 -0.3185  0.117

Forces on the atoms, in the same order (eV/Å):
0.848 -0.353 -0.509
-1.768 -1.584 0.993
-0.434 1.161 0.594
0.554 0.718 -0.185
-0.317 0.980 -1.119
2.254 -0.984 0.745
-0.788 0.272 -0.599
-1.446 -1.148 1.009
-2.251 -1.009 0.762
0.819 0.042 -1.207
0.670 0.098 0.979
0.957 0.885 -1.431
-1.234 -0.512 0.608
2.136 1.434 -0.642

As for the total charge: +1. As for the SMILES: C[N+](C)(S)C=O. Its HOMO energy is -15.39 eV. The value obtained for the energy relative to the best compared isomer or geometry (same formula, charge and spin) is 198.32 kJ/mol.

=====

C3H8NOS | wB97M-V/def2-TZVPD

Last column: natural (NBO) charge in e.
Geometry (Å):
C 1.1248 1.3382 -0.2791  0.142
H -1.9294 1.3114 0.3401  0.245
H 1.8308 1.4868 0.4655  0.237
H -1.4690 2.7721 -0.8276  0.259
S 1.3323 -2.1906 0.4195  0.973
H -1.4205 1.2004 -1.3747  0.235
N 0.0107 1.7622 0.1363  -0.385
O 0.4621 -1.0353 0.3816  -0.827
H -0.1651 2.2539 1.0199  0.431
H 0.7145 -4.4353 0.7352  0.210
H 1.1064 0.8759 -1.2902  0.252
C -1.3709 1.7575 -0.3859  -0.439
H -0.6050 -3.5712 0.2174  0.207
C 0.3783 -3.5258 0.4419  -0.540

Forces on the atoms, in the same order (eV/Å):
-2.422 -0.382 -1.136
-2.158 -0.469 1.768
2.330 -0.113 0.406
-0.995 -0.227 1.361
5.235 0.053 -0.361
0.122 -0.081 1.441
-2.287 1.064 0.711
-2.583 2.910 0.178
1.624 -0.421 0.146
1.588 -2.406 1.181
0.734 0.278 1.014
2.982 0.509 -5.712
-3.028 0.542 -1.153
-1.142 -1.255 0.154

As for the total charge: +1. The spin multiplicity is 3. Its HOMO energy (spin up / spin down) is -10.84 / -14.30 eV. The value obtained for the energy relative to the best compared isomer or geometry (same formula, charge and spin) is 77.09 kJ/mol.

=====

C3H8NOS2 | wB97M-V/def2-TZVPD

Last column: natural (NBO) charge in e.
Geometry (Å):
H 0.7773 0.6276 0.9702  0.251
C -1.2071 1.5184 -0.8981  0.443
H 0.9643 -1.6896 3.9524  0.138
H -0.8960 0.1658 1.4658  0.261
H -2.2590 1.5449 -0.7281  0.189
N 0.7176 0.0343 -1.5675  -0.743
H -1.2724 -0.9095 -0.9698  0.267
H 0.4945 -0.1914 -2.5998  0.457
S 0.8509 -1.6861 1.1628  0.047
H 1.1188 1.0046 -1.5808  0.465
C -0.1458 -0.0342 0.7522  -0.550
H 1.5278 -0.5046 -1.1977  0.452
S 0.2509 -2.1851 2.9715  -0.058
C -0.6446 0.0500 -0.6561  -0.140
O -0.2772 2.2548 -1.0770  -0.479

Forces on the atoms, in the same order (eV/Å):
-2.034 -0.169 -0.676
3.291 -3.007 0.467
1.264 1.019 0.116
-0.862 -0.108 0.950
-1.068 1.367 -0.113
-0.597 0.270 -1.201
1.230 2.207 0.525
0.622 0.052 2.093
-0.568 1.388 -0.976
-0.961 -0.472 0.149
3.787 -0.493 0.560
-1.073 -0.393 -0.311
-2.063 -1.645 0.394
0.888 -1.884 -1.696
-1.856 1.869 -0.280

As for the total charge: +1. As for the SMILES: [NH3+][C@H](C=O)CSS. Its HOMO energy is -12.99 eV. The value obtained for the energy relative to the best compared isomer or geometry (same formula, charge and spin) is 161.88 kJ/mol.

=====

For the records above, the corresponding calculated total energy values read -590.43188 -590.22863 -1386.69443 -646.94891 -646.83502 -1045.14974 a.u..